Formula: C29H34Cl2N5O6PSV
Source: the OMol25 dataset
Level of theory: ωB97M-V/def2-TZVPD

Each line ends with the Mulliken charge.
Cartesian coordinates (Å):
1 V -0.94761 0.03501 0.11548  0.88
2 O -2.57040 0.55451 -1.22357  -0.51
3 C -3.03210 -0.40242 -2.10090  1.03
4 C -3.51414 0.01986 -3.33111  -0.87
5 C -4.09258 -0.87659 -4.21366  -0.55
6 C -4.20717 -2.21466 -3.85724  -0.78
7 C -3.70119 -2.63336 -2.63985  -0.85
8 C -3.07518 -1.76379 -1.73914  0.82
9 C -2.51475 -2.37730 -0.52517  -0.77
10 N -1.69131 -1.75748 0.25626  1.10
11 N -1.28509 -2.41802 1.43445  -1.10
12 C -0.29593 -1.75833 1.99659  0.43
13 O 0.33601 -0.76143 1.46168  -0.78
14 C 0.08150 -2.17563 3.37581  0.36
15 C -0.09703 -3.48558 3.80947  -0.27
16 C 0.26297 -3.84636 5.10040  -0.75
17 C 0.78426 -2.89422 5.97012  -0.40
18 C 0.94264 -1.58016 5.54490  -0.96
19 C 0.59843 -1.22285 4.24674  -0.09
20 H -3.43842 1.07161 -3.58194  0.45
21 H -4.47087 -0.52570 -5.16548  0.42
22 H -4.68516 -2.92360 -4.52104  0.39
23 H -3.76808 -3.68079 -2.36384  0.39
24 H -2.77569 -3.40649 -0.29472  0.28
25 H -0.51957 -4.21090 3.12527  0.46
26 H 0.13370 -4.87007 5.43087  0.40
27 H 1.06403 -3.17650 6.97777  0.41
28 H 1.33489 -0.83257 6.22362  0.42
29 H 0.72127 -0.20440 3.89655  0.51
30 Cl 1.71312 4.10969 1.39326  -0.25
31 C 0.36741 3.37587 2.21137  0.33
32 C -0.02297 3.86970 3.47442  -0.67
33 C -1.09745 3.35481 4.12682  0.66
34 Cl -1.56759 4.01289 5.67767  -0.29
35 C -1.84701 2.29346 3.55445  -0.02
36 C -3.00882 1.71812 4.11833  -0.86
37 C -3.65132 0.71526 3.46065  -1.14
38 C -3.12144 0.22903 2.25041  -0.13
39 N -2.03449 0.72584 1.70724  0.37
40 C -1.40940 1.78406 2.32351  0.28
41 C -0.29611 2.33958 1.59329  -0.33
42 O -0.01552 1.87305 0.40477  -0.21
43 H 0.53803 4.68254 3.91754  0.47
44 H -3.37603 2.08582 5.06725  0.44
45 H -4.55247 0.27078 3.85991  0.43
46 H -3.58335 -0.60107 1.73185  0.44
47 N -0.96594 2.53649 -2.13063  -0.35
48 C 0.14298 2.08970 -3.00110  -0.95
49 P 0.91496 0.52866 -2.48164  0.41
50 O -0.10687 -0.36931 -1.76706  -0.17
51 O 2.23160 0.71545 -1.79528  -0.77
52 C 1.19901 -0.35876 -4.04472  -0.79
53 N 1.26831 -1.78168 -3.64856  -0.56
54 H -1.27761 3.45737 -2.41550  0.32
55 H -0.61480 2.62279 -1.17096  0.05
56 H -2.17398 1.33622 -1.72893  0.19
57 H 0.94498 2.82697 -3.08452  0.43
58 H -0.25458 1.89535 -3.99781  0.46
59 H 2.16828 -0.04871 -4.43519  0.38
60 H 0.42804 -0.15980 -4.79384  0.47
61 H 1.96817 -1.89338 -2.05751  0.39
62 H 1.52580 -2.38507 -4.41884  0.25
63 H 0.35074 -2.06353 -3.31345  0.11
64 C 4.98828 -0.00896 -1.33232  -1.04
65 C 4.57234 -1.19687 -0.47238  -0.74
66 S 2.82828 -1.26537 -0.05288  1.28
67 O 2.33368 -2.28451 -1.19206  -0.71
68 C 2.91900 -2.53221 1.19845  -0.67
69 C 3.41161 -1.97373 2.53077  -1.00
70 H 6.07934 0.03635 -1.35503  0.46
71 H 4.60126 0.92809 -0.93607  0.24
72 H 4.61445 -0.10181 -2.34919  0.22
73 H 5.09182 -1.17626 0.48846  0.36
74 H 4.75706 -2.15627 -0.95839  0.32
75 H 3.53736 -3.33821 0.80098  0.68
76 H 1.89204 -2.88702 1.27546  0.17
77 H 4.49319 -1.83026 2.54569  0.45
78 H 3.15128 -2.66529 3.33216  0.33
79 H 2.92906 -1.02131 2.75823  0.19

ΔE to the lowest compared entry with this formula, charge and spin   100.48 kJ/mol
Spin multiplicity   4
E_HOMO (alpha / beta)   -5.77 / -7.29 eV
Gap between HOMO and LUMO (alpha / beta)   0.2203 / 0.2769 hartree



Formula: C31H33LiNP2
Source: the OMol25 dataset
Level of theory: ωB97M-V/def2-TZVPD

Each line ends with the Mulliken charge.
Cartesian coordinates (Å):
1 Li -1.82812 -0.02225 1.50271  1.17
2 C 0.36876 0.44613 -0.77291  -1.78
3 C -0.35295 -0.73595 -1.41417  -0.69
4 P -1.47842 -1.67787 -0.31451  -0.06
5 C -0.34905 -2.80861 0.55830  0.59
6 C -0.40472 -2.88817 1.94496  -0.10
7 C 0.49457 -3.67614 2.65033  -0.69
8 C 1.46021 -4.39306 1.96209  -0.53
9 C 1.51247 -4.34095 0.57350  -0.71
10 C 0.60737 -3.56021 -0.12468  -0.24
11 C -2.38150 -2.77314 -1.45524  0.59
12 C -2.36481 -2.62754 -2.84021  -0.32
13 C -3.07160 -3.51045 -3.64738  -0.75
14 C -3.80005 -4.54275 -3.08002  -0.45
15 C -3.82148 -4.69508 -1.69982  -0.65
16 C -3.11938 -3.81610 -0.89412  -0.53
17 P 1.51608 0.05099 0.62513  0.19
18 C 2.20450 1.74257 0.84258  0.61
19 C 1.42952 2.68245 1.52367  -0.43
20 C 1.89511 3.96813 1.74962  -0.60
21 C 3.15963 4.33474 1.30675  -0.62
22 C 3.94553 3.40804 0.64164  -0.69
23 C 3.47284 2.12169 0.41209  -0.42
24 C 2.89314 -0.82283 -0.18281  0.77
25 C 3.82025 -1.44331 0.65648  -0.54
26 C 4.90209 -2.13225 0.13342  -0.71
27 C 5.05700 -2.23671 -1.24328  -0.52
28 C 4.13398 -1.63994 -2.08791  -0.83
29 C 3.06081 -0.93331 -1.55989  -0.02
30 H -0.33194 1.17792 -0.35414  0.63
31 H 0.88516 1.00131 -1.56293  0.65
32 H 0.35185 -1.44008 -1.86219  0.55
33 H -0.96021 -0.34483 -2.23321  0.49
34 H -1.16693 -2.34593 2.49903  0.25
35 H 0.44081 -3.73082 3.72925  0.43
36 H 2.16882 -5.00506 2.50439  0.43
37 H 2.25739 -4.91345 0.03687  0.45
38 H 0.64492 -3.53532 -1.20790  0.41
39 H -1.80437 -1.83495 -3.31300  0.23
40 H -3.04904 -3.38787 -4.72201  0.40
41 H -4.34814 -5.23016 -3.71030  0.39
42 H -4.38893 -5.50034 -1.25268  0.39
43 H -3.13959 -3.95199 0.18169  0.35
44 H 0.45303 2.40753 1.90953  0.37
45 H 1.28280 4.67770 2.29166  0.44
46 H 3.53345 5.33295 1.49294  0.39
47 H 4.93445 3.68423 0.30007  0.41
48 H 4.09819 1.41434 -0.11746  0.36
49 H 3.69479 -1.38562 1.73226  0.42
50 H 5.61917 -2.59666 0.79732  0.42
51 H 5.89480 -2.78281 -1.65625  0.40
52 H 4.24937 -1.71737 -3.16111  0.42
53 H 2.36463 -0.46043 -2.24092  0.32
54 C -3.13370 4.43998 -0.54398  -1.67
55 C -3.06815 4.29421 0.98168  2.25
56 C -4.42563 4.60184 1.62687  -1.70
57 C -1.96195 5.18068 1.56616  -1.59
58 C -2.73573 2.88808 1.28662  -0.26
59 N -2.48928 1.79440 1.53028  -0.74
60 H -3.43641 5.46029 -0.77920  0.42
61 H -3.86332 3.75755 -0.97921  0.43
62 H -2.15995 4.25812 -0.99859  0.38
63 H -4.69505 5.62940 1.38279  0.41
64 H -4.38120 4.50553 2.71118  0.39
65 H -5.20622 3.94247 1.24862  0.41
66 H -2.21612 6.22175 1.36554  0.45
67 H -0.99648 4.96557 1.10901  0.34
68 H -1.87703 5.04975 2.64501  0.41

ΔE to the lowest compared entry with this formula, charge and spin   8.52 kJ/mol
Spin multiplicity   1
E_HOMO   -10.75 eV
Charge   +1
Gap between HOMO and LUMO   0.3093 hartree



Formula: C7H13NO
Source: the OMol25 dataset
Level of theory: ωB97M-V/def2-TZVPD

Each line ends with the Mulliken charge.
Cartesian coordinates (Å):
1 C -0.33599 0.97109 0.51359  0.06
2 C 1.42030 -1.86621 -0.07921  -0.81
3 C -1.47041 -0.10791 -1.85176  -1.50
4 C 0.63268 1.73785 -0.35682  -1.20
5 C 0.16200 0.78424 1.92817  -1.33
6 C -1.20948 -1.25153 0.38201  0.29
7 C -0.58483 -0.60851 -0.73888  1.33
8 N 0.44009 -1.40023 -1.02379  -0.72
9 O -1.36001 -1.72422 1.42965  -0.34
10 H -1.34263 1.39458 0.50093  0.36
11 H 1.96078 -1.05533 0.42585  0.16
12 H 2.15537 -2.46980 -0.61366  0.33
13 H 1.01109 -2.52607 0.70454  0.25
14 H -1.89384 -0.95247 -2.39785  0.38
15 H -2.28781 0.50938 -1.47688  0.32
16 H -0.85337 0.46186 -2.54553  0.35
17 H 1.49278 1.11190 -0.61171  0.28
18 H 0.18245 2.08023 -1.28841  0.34
19 H 0.10673 1.73979 2.46491  0.43
20 H 1.20422 0.46258 1.94322  0.26
21 H -0.42960 0.08321 2.52079  0.36
22 H 0.99951 2.62556 0.17084  0.39

ΔE to the lowest compared entry with this formula, charge and spin   423.26 kJ/mol
Spin multiplicity   1
E_HOMO   -7.28 eV
Gap between HOMO and LUMO   0.2814 hartree



Formula: C2H8N3S2
Source: the OMol25 dataset
Level of theory: ωB97M-V/def2-TZVPD

Each line ends with the Mulliken charge.
Cartesian coordinates (Å):
1 C -2.23339 -0.12821 -0.17369  0.37
2 C 0.08366 0.67178 0.03332  0.07
3 N -3.41470 0.36960 -0.70940  -0.38
4 N -1.12978 0.70669 -0.46772  -0.23
5 N 0.92343 1.58861 -0.36261  -0.27
6 S -1.84109 -1.53918 0.64005  -0.28
7 S 2.10820 -1.94160 -0.71097  -0.33
8 H 0.32858 -0.04417 0.92138  0.40
9 H -3.32908 1.27485 -1.13363  0.19
10 H -4.35910 -0.06607 -0.40596  0.30
11 H -1.35445 1.20675 -1.38352  0.30
12 H 1.94078 -1.74700 -2.12274  0.19
13 H 0.59864 2.21026 -1.11097  0.22
14 H 1.85126 1.61970 -0.04814  0.26
15 H 2.25181 -3.20704 -0.67446  0.18

ΔE to the lowest compared entry with this formula, charge and spin   105.91 kJ/mol
Spin multiplicity   1
E_HOMO   -12.62 eV
Charge   +1
Gap between HOMO and LUMO   0.3022 hartree